Record 1
The following is a DFT calculation (ωB97M-V/def2-TZVPD) of C31H34AsIN6O2S2V as an isolated structure.

```
78
Properties=species:S:1:pos:R:3:forces:R:3
V -0.384354 0.168775 0.657834 -0.295 -0.433 0.252
C 0.617291 2.794330 1.387682 0.142 0.172 0.012
N 1.210117 1.456622 1.378697 0.122 -0.052 0.002
C 2.272070 1.315380 0.360242 0.115 0.110 -0.068
C 2.456029 -0.134754 0.016320 0.155 -0.116 -0.074
C 3.693434 -0.679420 -0.166624 -0.056 0.013 0.044
C 3.731406 -2.019273 -0.674396 -0.021 -0.072 -0.021
C 2.597009 -2.706132 -0.899472 0.024 0.060 0.041
C 1.273345 -2.139842 -0.556285 0.115 0.201 -0.021
N 1.288020 -0.774020 -0.167932 -0.213 0.035 -0.066
C 1.695200 1.046325 2.696294 0.197 0.060 0.090
C 0.672568 0.272721 3.478513 -0.002 0.103 0.075
C 0.686006 0.229150 4.866668 -0.032 -0.110 0.007
C -0.187072 -0.632284 5.506034 -0.017 -0.001 -0.015
C -1.049706 -1.410092 4.743973 -0.006 -0.015 0.049
C -1.033077 -1.270831 3.371072 -0.012 0.077 -0.038
N -0.193049 -0.434290 2.753761 0.064 0.153 -0.166
C -0.201293 3.002300 0.143127 -0.115 0.069 0.168
C -0.559979 4.259536 -0.295719 0.004 -0.052 -0.333
C -1.334643 4.375087 -1.444617 0.015 -0.009 0.035
C -1.710766 3.207840 -2.108068 0.046 0.002 0.077
C -1.345463 1.980639 -1.597698 -0.018 0.117 0.006
N -0.615426 1.865708 -0.465167 0.006 0.007 0.185
H 1.383072 3.578314 1.469050 0.007 -0.025 0.037
H -0.005883 2.859749 2.283133 -0.071 0.023 -0.010
H 3.207797 1.771999 0.703894 -0.008 -0.001 0.011
H 1.938091 1.845233 -0.533825 0.016 -0.022 -0.020
H 4.590524 -0.093371 -0.027900 -0.006 0.003 0.009
H 4.685335 -2.472273 -0.919555 -0.002 0.007 0.006
H 2.617843 -3.702288 -1.321988 -0.010 -0.001 0.003
H 0.532976 -2.322271 -1.340340 -0.057 -0.019 0.028
H 2.061288 1.899082 3.279837 0.012 0.023 -0.054
H 2.548180 0.379288 2.535058 -0.018 -0.024 0.014
H 1.377291 0.844174 5.427249 0.021 -0.001 -0.027
H -0.197416 -0.700323 6.586061 0.002 0.002 -0.003
H -1.735838 -2.102469 5.210499 -0.008 -0.002 -0.025
H -1.701392 -1.823341 2.723701 0.003 -0.006 -0.018
H -0.224098 5.134009 0.246853 0.012 0.004 -0.008
H -1.633848 5.345783 -1.815182 0.000 0.000 0.001
H -2.307030 3.248933 -3.009946 0.000 0.007 0.000
H -1.648603 1.051866 -2.063355 0.016 -0.057 0.030
O -2.475131 -1.478747 -2.005241 -0.005 0.094 -0.186
C -1.981341 -1.905497 -0.970399 -0.205 0.095 0.198
O -1.735799 -1.134693 0.051104 0.136 -0.357 -0.283
C -1.816106 -3.394744 -0.781682 0.090 0.005 0.028
C -2.757583 -4.176518 -1.456575 0.020 0.033 0.006
C -2.800379 -5.548497 -1.308537 -0.003 -0.042 0.009
C -1.865392 -6.173625 -0.492011 -0.011 -0.002 -0.016
C -0.895706 -5.422020 0.143062 -0.029 0.073 -0.024
C -0.853853 -4.026359 0.024265 0.022 -0.020 0.022
S 0.459308 -3.213668 0.880963 0.013 -0.073 0.016
H -3.466777 -3.666845 -2.094906 0.000 -0.002 0.007
H -3.552910 -6.127768 -1.827833 0.004 -0.003 0.002
H -1.876614 -7.249509 -0.369188 -0.003 0.001 -0.004
H -0.132644 -5.905323 0.738945 -0.003 0.002 0.008
C 0.518202 1.399539 -6.317951 0.015 -0.072 0.002
As -0.011966 -0.013837 -5.104415 -0.232 0.035 -0.037
C 0.154887 -1.633602 -6.146755 -0.008 0.028 0.025
C -1.917920 0.229575 -4.871150 0.037 -0.014 -0.009
S 0.996911 -0.053495 -3.298553 0.144 0.037 0.019
H -0.117348 1.399218 -7.203403 0.000 0.000 0.006
H 1.556119 1.241622 -6.604763 0.003 0.002 0.009
H 0.435231 2.349950 -5.794858 -0.013 -0.004 0.017
H -0.367168 -1.535805 -7.098233 -0.013 0.005 0.011
H -0.270445 -2.449609 -5.565534 -0.003 0.000 0.000
H 1.211150 -1.830673 -6.316847 0.011 0.014 0.013
H -2.476032 0.052446 -5.790314 0.077 -0.024 -0.037
H -2.091109 1.251837 -4.535847 0.023 -0.009 0.009
H -2.230792 -0.461977 -4.088935 -0.040 -0.001 0.010
I -5.046254 3.818672 3.250675 0.076 -0.102 -0.076
C -3.964979 2.389267 2.224490 -0.105 0.161 0.140
C -4.411210 1.561429 1.221840 0.004 -0.059 -0.013
N -3.362949 0.802241 0.868392 0.126 0.050 -0.029
N -2.259694 1.087471 1.572013 -0.215 0.069 -0.055
C -2.614646 2.057272 2.406883 -0.034 -0.115 0.023
H -5.377313 1.459008 0.759219 0.010 0.000 -0.012
H -3.254567 0.070748 0.169460 -0.053 -0.034 -0.007
H -1.922668 2.468523 3.122303 0.038 -0.002 -0.008
```
Forces are in eV/Å.

⟨S²⟩: 0.960
Relative energy (zero: lowest compared OMol25 entry of this formula, charge and spin) (kJ/mol): 40.8
LUMO energy (alpha / beta) (eV): 0.301 / 0.282
2S+1: 2
Strongest force on any atom (eV/A): 0.581

Atom charges from the Mulliken analysis, given in e for atoms 1 to 2: atom 1 (V): -0.426, atom 2 (C): -1.171

=====

Record 2
The following is a DFT calculation (ωB97M-V/def2-TZVPD) of a 4-piece molecular cluster, C31H34F10N2O10S overall at a distorted geometry.

```
88
Properties=species:S:1:pos:R:3:forces:R:3
C -0.160875 -6.966629 -0.174155 -0.077 -0.687 0.855
C -0.201164 -7.105090 -1.807469 -0.618 0.195 0.609
C -0.034185 -5.648905 -2.604436 0.942 -0.655 0.489
F 1.081716 -5.865230 -3.599407 -2.085 0.717 2.038
C 0.432973 -4.507730 -1.524152 1.652 2.666 1.450
C 2.066630 -4.258488 -1.357194 -2.796 2.368 2.473
C 2.629543 -3.130384 -0.292279 -3.707 -1.381 -0.724
C 4.260340 -2.918198 -0.218655 0.023 0.658 -0.445
C 4.751498 -1.906118 0.976705 -0.394 0.545 -0.483
O 6.140620 -2.183484 1.421195 -1.946 -1.712 -0.768
C 1.532609 -2.310588 0.613699 -1.152 -1.793 -2.075
C -0.088697 -2.524946 0.487258 1.899 -2.268 -2.272
C -0.634364 -3.630543 -0.624991 2.484 0.381 0.406
C -2.266286 -3.805484 -0.783282 -2.600 -0.875 -3.400
O -2.899206 -4.200989 -1.901519 4.127 1.985 6.428
C -3.258892 -3.423126 0.506600 2.225 2.205 1.566
C -4.727809 -4.148979 0.516363 0.453 -0.697 -0.023
C -5.582937 -3.986434 1.901101 0.231 -1.972 -0.818
S -6.251939 -2.280914 2.252712 0.597 0.833 -1.463
C -6.037502 -1.091137 0.834420 -0.693 5.413 -2.925
N -6.661769 0.291506 0.924268 2.665 -4.207 -1.765
N -6.357991 1.041387 -0.204567 3.805 -6.460 -2.141
C -5.502270 0.167540 -1.125061 -2.919 1.075 4.848
O -5.322820 -1.142870 -0.446715 -1.762 2.673 1.251
C -2.733135 -2.456961 1.508340 -0.376 -2.113 -2.390
C -1.230140 -1.739135 1.368711 1.058 4.258 1.622
O -0.971174 -0.527338 1.932690 -1.708 -7.905 -3.437
H 0.906039 -6.643179 0.248488 -2.445 -0.443 -1.084
H -0.371987 -8.028630 0.326999 0.418 2.164 -1.310
H -1.011310 -6.256041 0.254387 1.976 -1.366 -1.020
H 0.658130 -7.858225 -2.107611 -1.880 1.746 0.263
H -1.274138 -7.524756 -2.083372 2.413 0.682 0.406
H -0.974791 -5.363405 -3.243194 1.970 -0.405 1.503
H 2.828540 -4.884196 -1.993785 -1.829 1.378 1.340
H 4.615801 -2.421876 -1.243127 -0.925 -1.129 2.159
H 4.859179 -3.937541 -0.146878 -1.596 1.870 -0.004
H 4.766550 -0.810528 0.518419 -0.051 -2.397 1.209
H 4.007464 -1.943854 1.889328 1.532 -0.004 -1.730
H 6.207776 -3.189555 1.466285 -0.071 2.010 0.036
H 1.926513 -1.509722 1.371315 -1.000 -1.730 -1.641
H -4.522388 -5.317113 0.381942 -0.372 2.537 0.307
H -5.403974 -3.851380 -0.411134 1.701 -0.348 1.968
H -6.519258 -4.719301 1.813898 1.977 1.730 0.074
H -4.977506 -4.388658 2.847552 -1.153 1.324 -2.059
H -5.026371 0.483256 -2.171506 -1.096 -1.294 2.765
H -3.371636 -2.164310 2.444197 1.389 -0.351 -2.041
C 5.058062 0.414728 -5.558760 -0.354 -0.033 0.172
C 6.284477 0.790263 -4.747341 0.120 -0.493 -0.755
O 5.919761 1.607768 -3.624557 -0.651 -0.409 2.034
C 5.417151 0.945282 -2.534433 0.718 -2.304 -2.268
O 5.267555 -0.273147 -2.482462 0.148 2.891 0.438
C 5.115750 1.923426 -1.400958 -0.691 1.763 1.790
F 4.446036 3.033090 -1.826725 0.613 -1.190 0.017
F 6.252854 2.374464 -0.797162 -0.674 -0.674 -0.799
F 4.351644 1.377333 -0.413194 0.740 0.096 -1.185
H 4.505800 1.310965 -5.858301 0.188 -0.071 -0.050
H 5.342927 -0.142552 -6.455578 0.021 0.097 0.126
H 4.368790 -0.202556 -4.973668 0.194 0.003 -0.091
H 6.964025 1.385223 -5.366356 -0.159 0.150 0.396
H 6.840395 -0.095398 -4.419674 -0.229 0.175 0.160
C -7.498856 3.619515 -0.217403 -0.049 0.368 0.077
C -7.324714 5.097779 -0.513929 0.433 -0.677 -0.299
O -8.330708 5.872260 0.156990 -0.228 1.014 1.900
C -8.109538 6.125910 1.486132 2.682 -1.802 -0.976
O -7.124879 5.728856 2.104554 -2.567 1.252 -1.020
C -9.226331 6.993671 2.062446 -1.923 1.296 1.161
F -10.468990 6.560503 1.702847 1.230 0.063 0.090
F -9.138770 8.288246 1.641235 0.311 -1.139 0.092
F -9.220983 7.035841 3.424777 0.418 -0.329 -1.407
H -8.512643 3.293354 -0.470016 0.129 0.045 -0.128
H -6.781808 3.023011 -0.788384 -0.329 0.445 0.208
H -7.352984 3.408306 0.846825 0.151 0.008 -0.228
H -7.452196 5.272629 -1.587297 -0.255 0.229 0.284
H -6.321371 5.449010 -0.247948 -0.268 0.012 0.190
C 3.820478 4.154625 2.195997 -0.144 0.298 0.201
C 5.293005 3.798859 2.288802 -0.565 -0.644 -0.182
O 6.086982 4.975416 2.506277 0.619 1.046 1.620
C 6.131861 5.442813 3.794453 -1.939 -2.701 0.236
O 5.539232 4.918375 4.734350 1.652 1.652 -1.939
C 7.043672 6.663955 3.893374 1.413 2.237 0.294
F 6.816380 7.572942 2.901796 -0.112 -1.039 0.692
F 8.362703 6.327293 3.804911 -1.199 -0.188 0.028
F 6.902273 7.342489 5.066981 -0.198 -1.075 -1.069
H 3.656375 4.915644 1.426660 0.065 -0.192 -0.021
H 3.223217 3.271072 1.953908 0.123 0.082 0.005
H 3.452701 4.571610 3.139041 0.079 -0.181 -0.093
H 5.624014 3.362783 1.340534 0.190 0.381 0.234
H 5.481244 3.052625 3.068871 0.011 0.325 0.021
```
Forces are in eV/Å.

Relative energy (zero: lowest compared OMol25 entry of this formula, charge and spin) (kJ/mol): 1792.2
LUMO energy (eV): -2.074
Strongest force on any atom (eV/A): 8.788

Atom charges from the Mulliken analysis, given in e for atoms 1 to 2: atom 1 (C): -0.688, atom 2 (C): -0.551

=====

Record 3
The following is a DFT calculation (ωB97M-V/def2-TZVPD) of a 5-piece molecular cluster, C31H34N4O4 overall at a distorted geometry.

```
73
Properties=species:S:1:pos:R:3:forces:R:3
O 2.732924 -1.225029 6.400862 0.391 -0.180 0.726
C 2.283346 -0.901506 5.354782 -0.070 -0.363 0.020
O 3.028157 -0.323853 4.386637 -0.037 0.136 -0.156
C 2.805775 1.083097 4.245477 -0.660 0.473 -0.432
C 1.450413 1.427487 3.608823 0.436 -0.614 0.452
C 1.267808 0.730004 2.275901 -0.730 0.261 -0.496
C -0.128672 0.941360 1.639343 0.410 0.384 0.870
C -1.258077 0.629714 2.592346 -0.129 -0.099 -0.110
C -1.265524 -0.573268 3.304779 -0.666 0.101 0.256
C -2.303547 -0.882175 4.183781 0.136 0.412 -0.435
C -3.326938 0.044430 4.371688 0.284 -0.222 -0.075
C -3.326665 1.249071 3.678321 0.568 -0.045 -0.324
C -2.302904 1.539595 2.778853 0.002 -0.532 0.179
C -4.432569 2.210116 3.928601 0.087 -0.241 0.205
O -4.862307 2.941047 3.078321 -0.100 0.637 -0.373
C -4.982673 2.161261 5.306079 0.124 -0.396 0.425
C -4.986642 0.999513 5.960148 -0.064 0.641 0.078
C -4.455285 -0.209364 5.295961 0.159 0.095 -0.163
O -4.927389 -1.307865 5.463413 -0.124 -0.393 0.416
H 1.240964 -1.136808 5.118109 -0.240 0.242 -0.422
H 2.858711 1.555055 5.224290 0.284 0.073 0.110
H 3.597463 1.448958 3.603776 0.310 -0.030 0.051
H 1.390492 2.508239 3.502388 0.014 0.182 -0.063
H 0.684136 1.145389 4.329431 -0.297 -0.013 -0.075
H 1.450138 -0.335848 2.347492 0.252 -0.176 0.173
H 1.985114 1.149072 1.573741 0.264 -0.164 -0.122
H -0.202508 0.340357 0.737513 -0.081 0.013 -0.195
H -0.194895 1.997493 1.382601 -0.164 0.027 -0.333
H -0.469494 -1.288876 3.174548 0.159 -0.077 -0.080
H -2.305056 -1.817739 4.719615 -0.094 -0.129 0.065
H -2.314023 2.469402 2.231255 -0.055 0.132 -0.048
H -5.359520 3.056163 5.773113 -0.224 0.215 -0.204
H -5.374745 0.941289 6.965392 -0.199 -0.302 0.038
C -4.954637 -6.105548 3.549150 -0.020 0.004 -0.014
C -3.834256 -6.040835 4.419204 0.028 0.001 0.011
C -3.835921 -4.793408 4.989387 0.016 0.047 -0.025
N -4.906947 -4.103991 4.497675 -0.095 0.005 -0.028
C -5.595089 -4.895008 3.623093 0.029 0.019 0.006
H -5.255942 -6.942607 2.941826 -0.002 -0.003 0.002
H -3.113422 -6.819039 4.606868 -0.001 -0.003 0.004
H -3.168506 -4.341920 5.703964 -0.002 -0.021 0.023
H -5.143875 -3.155102 4.746543 0.105 -0.072 0.011
H -6.479732 -4.532368 3.128125 -0.005 -0.016 -0.010
C -0.347281 1.045529 -3.443605 0.003 0.062 0.020
C -1.234821 2.156551 -3.455912 0.028 0.007 0.003
C -2.301224 1.833526 -2.660878 -0.037 -0.026 0.038
N -2.092894 0.572585 -2.171741 0.042 0.056 0.008
C -0.904039 0.086479 -2.641639 -0.026 -0.075 0.073
H 0.590926 0.955268 -3.962994 0.000 -0.047 -0.009
H -1.105521 3.084232 -3.987657 -0.008 0.003 -0.004
H -3.186093 2.389404 -2.402959 -0.002 0.008 -0.016
H -2.718335 0.079229 -1.562005 -0.017 -0.007 -0.004
H -0.558804 -0.895625 -2.366966 0.013 -0.008 -0.038
C 4.581140 -1.047263 -5.343961 0.021 0.010 0.015
C 4.588704 -0.782165 -3.947708 -0.004 -0.004 0.003
C 3.750004 0.277889 -3.727866 -0.013 0.029 -0.007
N 3.238134 0.665328 -4.935251 0.018 -0.011 0.002
C 3.737084 -0.139554 -5.925280 -0.024 0.057 0.028
H 5.130283 -1.816289 -5.860513 -0.001 -0.004 -0.003
H 5.145807 -1.310219 -3.192514 0.003 -0.004 0.002
H 3.474429 0.787251 -2.820407 0.008 -0.003 0.007
H 2.595698 1.423232 -5.075177 -0.004 0.002 -0.011
H 3.441931 -0.000962 -6.949871 -0.089 -0.065 -0.023
C 4.997109 1.589985 -10.529022 -0.005 -0.020 -0.008
C 5.749425 2.746994 -10.192497 0.013 0.012 0.001
C 5.791107 2.821233 -8.825712 -0.026 0.008 0.040
N 5.092276 1.758766 -8.323284 0.038 0.076 -0.086
C 4.608447 1.001141 -9.355251 -0.014 0.027 0.065
H 4.770227 1.230233 -11.518450 -0.001 -0.004 -0.003
H 6.207938 3.442352 -10.875236 0.003 0.001 -0.002
H 6.257215 3.536580 -8.170221 0.006 0.011 -0.010
H 4.960049 1.562461 -7.347023 0.070 -0.080 0.011
H 4.033399 0.109877 -9.171614 0.005 -0.017 -0.029
```
Forces are in eV/Å.

Relative energy (zero: lowest compared OMol25 entry of this formula, charge and spin) (kJ/mol): 242.3
LUMO energy (eV): -1.385
Strongest force on any atom (eV/A): 1.035

Atom charges from the Mulliken analysis, given in e for atoms 1 to 2: atom 1 (O): -0.456, atom 2 (C): 0.300